No. 1
This record from the Open Molecules 2025 dataset describes C24H56ClN8O8Pt as an isolated structure. The level of theory is the ωB97M-V functional and the def2-TZVPD basis.

```
98
Properties=species:S:1:pos:R:3:mulliken_charge:R:1
Pt 1.20776 1.24500 -0.25279 4.736
Cl -0.45784 -0.52580 -1.13659 -0.559
C -2.71792 1.32139 0.81316 -0.519
C -1.91693 2.61903 0.75398 0.310
O -0.69114 2.62104 0.51397 -0.973
N -2.57155 3.72829 1.14026 -0.173
C -1.88848 4.96476 1.43673 -0.799
H -3.77353 1.47824 1.03495 0.538
H -2.41788 0.79670 1.72023 -0.031
H -2.63269 0.61943 -0.01635 0.028
H -3.57975 3.73409 1.20029 0.243
H -1.70473 5.05593 2.50725 0.322
H -2.29297 5.94245 1.17478 0.363
H -0.93821 5.04939 0.90955 0.057
C 0.04434 1.17478 3.78729 -0.545
C 0.52265 0.04955 2.88603 0.458
O 0.90145 0.33490 1.73440 -1.602
N 0.65167 -1.15819 3.45531 -0.040
C 1.10622 -2.32079 2.80567 -0.802
H -0.04795 0.82691 4.81616 0.402
H -0.85946 1.57710 3.32970 0.060
H 0.71001 2.03295 3.69488 -0.220
H 0.38467 -1.34163 4.41195 0.245
H 0.42540 -3.17185 2.82257 0.213
H 1.95146 -2.68229 3.39132 0.384
H 1.41317 -2.17791 1.76959 0.037
C -0.26615 -5.07411 -0.14711 -0.486
C -0.28712 -5.06285 -1.67463 0.560
O -0.29923 -6.12598 -2.26765 -0.679
N -0.09887 -3.88050 -2.28826 0.328
C 0.08078 -3.69301 -3.67634 -1.017
H 0.78211 -5.05788 0.15119 0.247
H -0.73635 -6.00191 0.17877 0.332
H -0.84814 -4.27884 0.31865 -0.054
H 0.07649 -3.06014 -1.72581 -0.290
H -0.87756 -3.77617 -4.18895 0.297
H 0.73348 -4.43120 -4.14233 0.370
H 0.54061 -2.76325 -4.01131 0.273
C 0.82533 2.31559 -4.26922 -1.334
C 1.00682 3.14787 -2.97126 0.367
O 1.47089 2.57292 -1.87555 -0.446
N 0.71785 4.43767 -3.00411 -0.119
C 0.36373 5.43786 -1.94744 -0.570
H -0.16168 2.36211 -4.72938 0.347
H 1.12120 1.27078 -4.17468 0.259
H 1.47027 2.54934 -5.11627 0.451
H 0.88943 4.81171 -3.92647 0.287
H -0.69993 5.55166 -1.73822 0.276
H 0.82495 6.29936 -2.43034 0.370
H 0.84701 5.19142 -1.00203 0.007
C 3.32315 3.29335 2.98199 -0.567
C 3.28843 3.38276 1.45274 0.338
O 2.53972 2.70038 0.69480 -1.069
N 4.09125 4.31228 0.96065 -0.182
C 4.21503 4.53167 -0.49891 -0.590
H 3.56526 2.25224 3.19546 0.047
H 2.29231 3.39044 3.32265 -0.006
H 4.07118 3.94844 3.42854 0.491
H 4.57487 4.82581 1.68350 0.203
H 3.25422 4.92227 -0.83413 0.041
H 4.60313 3.58142 -0.86565 0.247
H 4.98790 5.24145 -0.79386 0.384
C -3.68581 -2.41883 -2.89958 -0.559
C -4.07163 -1.08461 -3.27609 0.814
O -4.97802 -0.94135 -4.03403 -0.651
N -3.15896 -0.13225 -2.95221 0.319
C -3.15922 1.13410 -3.57181 -0.958
H -4.56965 -3.03616 -2.73887 0.357
H -3.17861 -2.46204 -1.93574 -0.015
H -3.03164 -2.98032 -3.56658 0.039
H -2.29411 -0.36512 -2.48539 -0.218
H -3.46589 1.95652 -2.92553 0.294
H -3.79809 1.22939 -4.44980 0.402
H -2.16886 1.29896 -3.99620 0.153
C -2.95020 -2.23308 1.75583 -0.017
C -3.55167 -3.58687 1.73417 0.516
O -4.68246 -3.75601 1.24578 -0.658
N -2.75907 -4.59680 2.18178 0.002
C -3.29629 -5.92231 2.43504 -1.135
H -1.93914 -2.07279 2.13021 -0.288
H -3.68808 -1.47560 2.02016 0.494
H -2.76704 -2.00340 0.70616 -0.155
H -1.81218 -4.36958 2.44986 0.125
H -4.00648 -6.43624 1.78726 0.349
H -3.66712 -5.96194 3.45925 0.386
H -2.47448 -6.62476 2.57393 0.383
C 3.14930 -2.28486 -0.63671 -0.898
C 3.48655 -1.00691 0.13998 0.562
O 3.07418 0.05964 -0.23698 -0.774
N 4.12262 -1.20609 1.29736 -0.098
C 4.57348 -0.14239 2.30086 -0.745
H 3.06210 -2.05065 -1.69768 0.325
H 2.15926 -2.63116 -0.34006 -0.047
H 3.90591 -3.06427 -0.54642 0.410
H 4.35857 -2.10267 1.69809 0.281
H 5.59111 -0.25857 2.67374 0.437
H 3.97535 -0.16609 3.21178 0.277
H 4.58588 0.77653 1.71475 0.047
```

Output
- 2S+1: 3
- LUMO energy (spin up / spin down): -0.0789 / -0.0893 hartree
- Energy: -69860.991 eV
- Net charge: +1
- Strongest force on any atom: 0.1020 hartree/bohr
- ⟨S²⟩: 2.003
- HOMO level (spin up / spin down): -10.6 / -10.6 eV



No. 2
This record from the Open Molecules 2025 dataset describes a 8-piece molecular cluster, C24H56N8O8 overall. The level of theory is the ωB97M-V functional and the def2-TZVPD basis.

```
96
Properties=species:S:1:pos:R:3:mulliken_charge:R:1
C -0.06245 0.82487 -6.26712 -0.348
C -0.79660 2.12696 -6.16594 0.579
O -1.70085 2.25215 -5.34769 -0.659
N -0.46573 3.10108 -7.02632 -0.170
C -1.15906 4.37480 -7.09901 -0.913
H 0.02246 0.51239 -5.22633 -0.218
H 0.92057 0.95676 -6.71923 0.298
H -0.73451 0.14854 -6.79533 0.282
H 0.18778 2.89176 -7.76741 0.230
H -2.10081 4.51940 -6.56957 0.312
H -1.33989 4.61832 -8.14596 0.327
H -0.57199 5.18465 -6.66590 0.304
C 1.18383 -0.68879 4.76770 -0.632
C 2.54216 -1.00701 4.06021 0.586
O 2.84631 -0.52480 3.00007 -0.667
N 3.43916 -1.75271 4.65004 -0.204
C 3.33399 -2.56125 5.92781 -0.966
H 0.35733 -1.08844 4.18011 -0.019
H 1.08271 0.39482 4.82821 0.275
H 1.21163 -1.08482 5.78283 0.385
H 4.29033 -1.87380 4.12000 0.284
H 2.69431 -3.44343 5.90190 0.330
H 3.08529 -2.03905 6.85170 0.318
H 4.32807 -2.93237 6.17715 0.334
C 1.85795 -1.96107 -4.22528 -0.902
C 2.89976 -1.18842 -3.45632 0.496
O 2.62144 -0.57834 -2.46926 -0.655
N 4.12141 -1.21544 -3.95565 -0.198
C 4.52230 -0.78575 -5.29655 -0.727
H 1.90569 -2.98243 -3.84759 0.285
H 1.97817 -1.77324 -5.29222 0.425
H 0.90638 -1.43551 -4.14530 0.171
H 4.80426 -1.00716 -3.24120 0.297
H 5.36625 -0.10522 -5.40939 0.309
H 3.63314 -0.26789 -5.65616 0.189
H 4.93040 -1.64217 -5.83330 0.284
C -2.72375 3.09848 2.80360 -0.422
C -3.53697 4.32811 2.71938 0.536
O -3.78222 4.88445 1.70696 -0.587
N -4.05191 4.79759 3.92730 -0.209
C -4.80433 6.01532 3.83602 -0.802
H -1.97234 3.07075 2.01448 -0.215
H -3.48588 2.32000 2.76867 0.245
H -2.27417 3.18170 3.79308 0.379
H -4.09001 4.25426 4.77786 0.239
H -4.26684 6.83990 3.36776 0.228
H -5.16874 6.29307 4.82504 0.326
H -5.68421 5.80623 3.22761 0.284
C 2.55514 -4.21675 -0.11847 -0.537
C 2.67477 -5.72002 -0.15220 0.610
O 3.74033 -6.25766 0.13796 -0.649
N 1.58333 -6.45171 -0.43798 -0.220
C 1.51216 -7.95074 -0.45915 -0.787
H 1.53101 -4.02478 0.20155 0.063
H 2.72151 -3.74413 -1.08649 0.077
H 3.35389 -3.76832 0.47230 0.356
H 0.69979 -5.96674 -0.37283 0.222
H 1.66466 -8.37558 0.53300 0.278
H 2.37698 -8.16683 -1.08644 0.266
H 0.53287 -8.30018 -0.78624 0.320
C -1.03788 1.47195 -2.02042 -1.080
C -0.63044 0.93197 -0.59902 0.649
O -1.16543 1.52233 0.33963 -0.729
N 0.26803 -0.08297 -0.55655 0.109
C 0.70032 -0.61961 0.71473 -0.417
H -0.24702 2.18702 -2.24700 0.250
H -1.96612 2.02069 -1.86120 0.231
H -1.12209 0.76074 -2.84211 0.556
H 0.77670 -0.33146 -1.39298 0.110
H 1.31244 0.15045 1.18421 0.372
H 1.34006 -1.48323 0.53307 0.075
H -0.16919 -0.99126 1.25688 -0.070
C -3.40318 -3.91668 5.89814 -1.192
C -2.43870 -3.44314 4.88434 0.743
O -1.21049 -3.31018 5.15107 -0.604
N -2.99791 -3.19711 3.63057 -0.173
C -2.04304 -2.95622 2.48842 -0.804
H -2.98634 -4.48640 6.72866 0.311
H -4.28479 -4.38250 5.45782 0.332
H -3.94067 -3.14096 6.44353 0.304
H -3.99229 -3.33054 3.51432 0.208
H -2.26838 -3.49724 1.56939 0.380
H -1.03662 -3.35896 2.60256 0.299
H -1.89535 -1.88100 2.38753 0.168
C -2.25165 5.02515 -1.22471 -0.953
C -0.82851 5.14507 -0.99252 0.742
O -0.32582 6.11201 -1.47758 -0.428
N -0.29228 4.15396 -0.31879 0.420
C 1.09992 4.22857 0.03552 -0.860
H -2.65536 5.74077 -0.50847 0.324
H -2.74981 4.07086 -1.05369 0.263
H -2.25016 5.13202 -2.30946 0.369
H -0.79601 3.28830 -0.18849 -0.013
H 1.05287 4.37895 1.11407 0.388
H 1.68653 4.95546 -0.52628 0.384
H 1.50241 3.21936 -0.05168 0.309
```

Output
- 2S+1: 2
- LUMO energy (spin up / spin down): -0.0733 / -0.2872 hartree
- Energy: -54088.912 eV
- Net charge: +1
- Strongest force on any atom: 0.0909 hartree/bohr
- ⟨S²⟩: 0.773
- HOMO level (spin up / spin down): -11.0 / -11.0 eV



No. 3
This record from the Open Molecules 2025 dataset describes C24H57BrFInN7O9S as an isolated structure. The level of theory is the ωB97M-V functional and the def2-TZVPD basis.

```
101
Properties=species:S:1:pos:R:3:mulliken_charge:R:1
C -1.73603 0.05533 -0.23468 -0.875
C -2.58869 0.99648 -1.05984 0.298
Br -1.36755 2.35806 -1.88923 -0.309
C -3.37582 0.30985 -2.14179 -1.218
In -5.29191 -0.60687 -1.46562 0.737
S -6.87699 1.09555 -0.39838 0.795
O -8.21891 0.90350 -0.87905 -0.592
O -6.81369 0.96531 1.03736 -0.586
F -6.51427 2.65908 -0.74882 -0.287
H -2.29287 -0.38346 0.58792 0.290
H -1.28829 -0.71304 -0.85680 0.281
H -0.90793 0.61631 0.19511 0.148
H -3.24734 1.55419 -0.40423 0.267
H -2.77204 -0.48338 -2.57830 0.362
H -3.58706 1.00614 -2.94653 0.435
H -5.00831 -1.85132 -0.26150 -0.337
H -6.16011 -1.28062 -2.85693 -0.331
C -5.72101 -5.39379 -0.63183 0.077
O -5.73965 -4.29318 -1.13968 -0.560
N -6.17951 -5.64776 0.61847 0.136
C -6.13692 -6.96914 1.19770 -0.898
C -6.72460 -4.53977 1.38753 -0.879
H -5.32473 -6.28471 -1.14612 0.346
H -7.14861 -7.30423 1.45117 0.301
H -5.53208 -6.96375 2.10932 0.364
H -5.70007 -7.66860 0.48733 0.241
H -7.57240 -4.09900 0.86196 0.286
H -5.97013 -3.76285 1.51286 0.232
H -7.04712 -4.89724 2.36367 0.380
C 1.48400 1.95605 0.53709 0.233
O 0.97236 0.89650 0.84944 -0.693
N 1.81901 2.92721 1.40665 0.156
C 2.42292 4.17062 0.97515 -0.873
C 1.56161 2.71229 2.81788 -1.026
H 1.71111 2.21270 -0.50963 0.248
H 3.40246 4.29247 1.44309 0.319
H 1.78734 5.01352 1.25667 0.345
H 2.54515 4.16902 -0.10594 0.257
H 2.10413 1.82788 3.15548 0.249
H 0.49531 2.54398 2.97605 0.349
H 1.88540 3.57761 3.39067 0.405
C 2.82698 3.34466 -5.45051 0.285
O 3.49566 3.60617 -4.46212 -0.675
N 1.48927 3.20896 -5.45285 0.117
C 0.76154 2.90247 -6.66625 -0.888
C 0.75251 3.37278 -4.20718 -1.070
H 3.27625 3.20356 -6.44731 0.174
H 0.04371 3.69706 -6.88468 0.316
H 0.21973 1.96155 -6.55139 0.324
H 1.45439 2.81108 -7.50148 0.293
H 0.92835 4.37226 -3.80538 0.272
H 1.09849 2.64374 -3.47755 0.336
H -0.30840 3.23171 -4.38188 0.426
C 4.73689 4.28695 -8.39281 0.201
O 4.42278 3.11301 -8.34431 -0.644
N 4.69611 5.04300 -9.50651 0.098
C 5.08078 6.43945 -9.50218 -0.919
C 4.25030 4.42986 -10.74565 -0.909
H 5.08610 4.83924 -7.50368 0.278
H 4.23956 7.06187 -9.81428 0.343
H 5.91461 6.60181 -10.18874 0.332
H 5.38601 6.73859 -8.50208 0.300
H 3.23491 4.04968 -10.63056 0.264
H 4.89881 3.59184 -11.00249 0.296
H 4.27353 5.16561 -11.54552 0.382
C 5.02060 1.88611 4.85074 0.064
O 5.00758 2.99582 4.35139 -0.600
N 4.50006 1.57542 6.05108 0.281
C 4.54894 0.22921 6.59908 -0.743
C 3.86670 2.62883 6.82397 -0.963
H 5.47601 1.02112 4.33881 0.285
H 3.53616 -0.13839 6.77383 0.341
H 5.09196 0.24352 7.54379 0.180
H 5.05257 -0.44046 5.90529 0.258
H 3.03517 3.05699 6.26333 0.243
H 4.58280 3.42700 7.02852 0.303
H 3.49917 2.22015 7.76223 0.380
C -5.91629 -9.52531 -2.37704 0.087
O -5.43917 -8.50418 -1.92345 -0.522
N -7.18089 -9.93794 -2.16524 0.118
C -7.69603 -11.16436 -2.73641 -0.935
C -8.05058 -9.11701 -1.33763 -0.824
H -5.33835 -10.21187 -3.01997 0.229
H -8.54855 -10.94826 -3.38384 0.332
H -8.01804 -11.84259 -1.94300 0.332
H -6.92399 -11.65478 -3.32538 0.292
H -8.15034 -8.12159 -1.77161 0.308
H -7.62555 -9.01075 -0.34011 0.198
H -9.03061 -9.58183 -1.26624 0.370
C 6.57254 1.02126 9.21425 0.040
O 6.09192 -0.04135 9.55981 -0.646
N 6.89407 2.02306 10.05119 0.106
C 7.46378 3.26886 9.57612 -0.966
C 6.65870 1.84230 11.47363 -0.953
H 6.79138 1.25893 8.15831 0.374
H 8.44595 3.42772 10.02573 0.368
H 6.81344 4.10432 9.84242 0.337
H 7.57329 3.24110 8.49413 0.327
H 7.22213 0.98364 11.83932 0.295
H 5.60012 1.65621 11.65632 0.307
H 6.96827 2.73520 12.01039 0.389
```

Output
- LUMO energy: 0.0560 hartree
- Energy: -143440.113 eV
- Net charge: -1
- Strongest force on any atom: 0.0299 hartree/bohr
- HOMO level: -5.1 eV